{
  "formula": "C24H63NO8P",
  "method": "the ωB97M-V functional and the def2-TZVPD basis",
  "gap_ev": 7.3352,
  "total_charge": 1,
  "homo_energy_ev": -10.18,
  "lumo_ha": -0.1047,
  "de_lowest_kj_mol": 0.0,
  "species": ["P", "O", "O", "O", "O", "O", "O", "O", "O", "N", "C", "C", "C", "C", "C", "C", "C", "C", "C", "C", "C", "C", "C", "C", "C", "C", "C", "C", "C", "C", "C", "C", "C", "C", "H", "H", "H", "H", "H", "H", "H", "H", "H", "H", "H", "H", "H", "H", "H", "H", "H", "H", "H", "H", "H", "H", "H", "H", "H", "H", "H", "H", "H", "H", "H", "H", "H", "H", "H", "H", "H", "H", "H", "H", "H", "H", "H", "H", "H", "H", "H", "H", "H", "H", "H", "H", "H", "H", "H", "H", "H", "H", "H", "H", "H", "H", "H"],
  "positions_angstrom": [[-1.5976, -0.8024, 1.6243], [4.4451, 8.1398, -2.1713], [-5.9201, -0.2273, 1.0151], [2.2033, 11.3773, -0.9975], [2.2135, 4.3035, -2.4682], [-4.2790, -4.8321, 0.4900], [-7.2895, -7.0281, 1.8909], [6.0690, 2.0181, 1.4802], [-3.5271, -6.6303, 2.7989], [4.4096, -2.5002, 0.5679], [4.1446, -4.6729, 0.9446], [2.5607, 5.3530, -3.3776], [-8.5662, -6.4336, 2.1172], [4.2283, -2.6556, 1.9147], [4.5949, -1.2375, -0.1242], [4.0638, -3.9827, 2.1829], [-1.7443, -2.8199, -1.8395], [0.8789, 1.5129, -1.3070], [-5.5694, -4.2860, 0.7468], [-3.5567, -6.1471, 4.1388], [2.0702, 0.6029, -1.6518], [3.3197, 0.8772, -0.7874], [6.0209, 1.7043, 2.8673], [-0.3631, -2.2508, -2.1820], [0.7854, 11.2724, -1.0698], [-2.4679, -2.1243, -0.6851], [-0.3854, -1.0877, -3.1762], [-0.4608, 0.7774, -1.3246], [-5.3784, 0.8770, 0.2997], [3.5368, -0.2146, 0.2788], [4.3612, -3.7318, -0.0203], [-1.7302, -2.3163, 0.6655], [4.3216, 8.7706, -0.8945], [-0.9307, 0.2631, -2.6860], [-0.3985, -0.0398, -0.5922], [3.8980, -4.4041, 3.1610], [0.2228, -3.0503, -2.6414], [3.4283, 5.0769, -3.9808], [2.4225, 12.0261, -0.3231], [5.2980, 9.0913, -0.5206], [3.7878, 0.2440, 1.2358], [0.3249, 12.2241, -1.3446], [-2.3476, 0.2002, 1.0155], [-2.6752, -1.0810, -0.9356], [2.7771, 6.2817, -2.8484], [2.6091, -0.7861, 0.3899], [-1.2303, 1.4690, -0.9583], [5.4435, 0.7936, 3.0587], [-0.7360, -2.7513, 0.5608], [0.6262, -0.9486, -3.5635], [6.5117, 1.2940, 1.0289], [-0.6462, 1.0158, -3.4273], [-2.0245, 0.2423, -2.6970], [4.7993, 8.7904, -2.7832], [-1.9819, -0.9657, 2.9538], [-2.3803, -2.8382, -2.7265], [0.5617, 10.5408, -1.8423], [4.4752, -3.8586, -1.0853], [2.3252, 0.7195, -2.7059], [-3.2217, -6.9094, 4.8444], [-0.2926, -0.3206, 1.6678], [-2.3311, -2.9937, 1.2810], [-9.3771, -7.1182, 1.8618], [-5.2352, -0.6326, 1.5511], [-4.5569, -5.8108, 4.4230], [-8.6305, -5.5617, 1.4705], [5.6028, -0.8674, 0.0796], [4.4985, -1.4542, -1.1894], [7.0206, 1.5822, 3.2895], [-4.5910, 0.5619, -0.3954], [4.0548, -5.7356, 0.7942], [1.7074, 5.5002, -4.0350], [-2.8730, -5.3027, 4.1884], [4.1984, 0.9608, -1.4300], [-4.9910, 1.6465, 0.9740], [-6.3513, -5.0067, 0.5059], [0.1726, -1.9969, -1.2616], [3.2038, 1.8307, -0.2695], [4.2384, -1.8186, 2.5954], [2.9648, 4.1699, -1.8832], [-4.1840, -5.6068, 1.0602], [1.7571, -0.4319, -1.4879], [-0.9948, -1.3883, -4.0327], [-5.6752, -3.9882, 1.7953], [5.5324, 2.5383, 3.3648], [-4.1240, -7.3830, 2.7436], [-3.4376, -2.6082, -0.5542], [3.6481, 9.6291, -0.9378], [-8.6826, -6.1106, 3.1544], [1.0282, 1.9128, -0.2974], [3.9161, 8.0261, -0.2123], [0.3580, 10.9279, -0.1247], [-7.2272, -7.8060, 2.4519], [-5.6917, -3.4058, 0.1162], [0.8306, 2.3779, -1.9695], [-6.1895, 1.3058, -0.2810], [-1.6264, -3.8668, -1.5408]],
  "atomic_forces_ev_per_a": [[0.5, -0.2, -0.5], [0.0, 0.0, 0.1], [0.0, 0.0, -0.1], [-0.1, 0.1, 0.0], [0.0, 0.0, 0.0], [0.0, 0.2, 0.1], [0.0, 0.0, 0.1], [-0.1, -0.1, 0.1], [-0.1, 0.0, -0.1], [0.0, 0.0, 0.0], [-0.1, -0.2, 0.3], [0.0, 0.0, 0.1], [0.1, 0.0, 0.0], [0.0, 0.4, 0.2], [-0.1, -0.2, 0.1], [-0.1, -0.3, 0.1], [0.3, -0.3, 0.4], [-0.1, -0.3, 0.2], [0.1, -0.1, -0.1], [-0.1, 0.0, -0.1], [0.1, 0.3, 0.0], [-0.2, -0.1, 0.1], [0.0, 0.0, -0.1], [-0.3, -0.1, -0.3], [0.1, 0.0, 0.0], [-0.4, -0.2, -0.3], [0.2, 0.1, 0.1], [-0.1, 0.3, 0.0], [0.0, -0.2, 0.1], [0.0, 0.1, -0.3], [0.0, -0.1, -0.3], [-0.5, -0.1, 0.1], [0.0, 0.0, -0.2], [0.0, 0.0, -0.1], [0.0, -0.1, -0.1], [0.0, 0.0, 0.0], [0.0, 0.0, 0.0], [0.0, 0.0, 0.0], [0.0, 0.0, 0.0], [0.0, 0.0, 0.1], [0.0, -0.1, 0.0], [0.0, 0.0, 0.0], [-0.2, 0.1, 0.3], [0.2, 0.1, 0.1], [0.0, 0.0, -0.1], [-0.1, 0.1, 0.2], [0.0, 0.0, 0.0], [0.0, 0.0, 0.0], [0.0, 0.1, 0.0], [0.0, 0.0, 0.0], [0.1, 0.1, 0.0], [-0.1, 0.0, 0.0], [0.0, -0.1, 0.0], [0.0, 0.0, 0.0], [-0.1, 0.1, 0.0], [0.0, 0.1, 0.0], [0.0, 0.0, 0.0], [0.0, 0.1, 0.0], [-0.1, -0.1, 0.0], [0.0, 0.0, 0.0], [0.0, 0.1, 0.1], [0.2, -0.1, 0.0], [0.0, 0.0, 0.0], [0.0, 0.0, 0.1], [0.0, 0.0, 0.0], [0.0, 0.0, 0.0], [0.0, 0.1, -0.2], [0.1, 0.1, 0.0], [0.0, 0.0, 0.0], [0.0, 0.0, 0.0], [0.0, 0.0, -0.1], [0.0, 0.0, 0.0], [0.0, 0.0, 0.0], [0.1, 0.0, 0.1], [0.0, 0.0, 0.0], [-0.1, 0.0, 0.0], [0.1, 0.1, -0.1], [0.1, 0.1, -0.2], [0.0, 0.0, -0.1], [0.0, 0.0, 0.0], [0.2, 0.0, 0.1], [0.2, -0.1, -0.2], [0.1, 0.0, 0.0], [-0.1, 0.0, 0.0], [0.0, 0.0, 0.0], [0.0, 0.0, 0.0], [0.0, 0.1, -0.1], [0.0, -0.1, 0.1], [0.0, 0.0, 0.0], [0.0, 0.0, 0.0], [0.0, 0.0, 0.0], [0.0, 0.0, 0.0], [0.0, -0.1, -0.1], [0.0, 0.0, 0.0], [0.1, 0.0, 0.0], [0.0, 0.0, 0.0], [-0.1, 0.0, -0.1]],
  "mulliken_charge": [0.204, -0.491, -0.474, -0.516, -0.432, -0.452, -0.457, -0.464, -0.482, 0.308, -0.663, -0.542, -0.561, -0.352, -0.722, -0.647, -1.339, -1.002, -0.500, -0.584, 0.078, -1.201, -0.448, 0.358, -0.530, 0.788, -0.854, 0.745, -0.395, -0.277, -0.313, -0.825, -0.281, -1.167, -1.035, 0.451, 0.449, 0.263, 0.282, 0.278, 0.358, 0.261, 0.134, -0.268, 0.168, 0.190, 0.665, 0.118, 0.576, 0.364, 0.267, 0.467, 0.364, 0.278, 0.198, 0.415, 0.215, 0.372, 0.364, 0.305, 0.096, 0.528, 0.297, 0.254, 0.264, 0.216, 0.054, 0.471, 0.304, 0.063, 0.449, 0.265, 0.195, 0.468, 0.254, 0.164, -0.505, 0.330, 0.362, 0.235, 0.277, -0.079, 0.506, 0.222, 0.225, 0.274, -0.104, 0.064, 0.263, 0.507, 0.200, 0.258, 0.272, 0.322, 0.343, 0.301, 0.376]
}

{
  "formula": "C24H64AlFO12PS",
  "method": "the ωB97M-V functional and the def2-TZVPD basis",
  "gap_ev": 6.9484,
  "total_charge": -1,
  "homo_energy_ev": -5.08,
  "lumo_ha": 0.0685,
  "species": ["S", "P", "Al", "F", "O", "O", "O", "O", "O", "O", "O", "O", "O", "O", "O", "O", "C", "C", "C", "C", "C", "C", "C", "C", "C", "C", "C", "C", "C", "C", "C", "C", "C", "C", "C", "C", "C", "C", "C", "C", "H", "H", "H", "H", "H", "H", "H", "H", "H", "H", "H", "H", "H", "H", "H", "H", "H", "H", "H", "H", "H", "H", "H", "H", "H", "H", "H", "H", "H", "H", "H", "H", "H", "H", "H", "H", "H", "H", "H", "H", "H", "H", "H", "H", "H", "H", "H", "H", "H", "H", "H", "H", "H", "H", "H", "H", "H", "H", "H", "H", "H", "H", "H", "H"],
  "positions_angstrom": [[0.9001, -1.3001, 5.9232], [2.1102, -0.7466, 2.3549], [2.4542, -0.1504, 4.6379], [1.9434, 1.4343, 7.0872], [1.7061, 2.5172, -0.6625], [-1.0625, -4.1219, 8.0125], [-4.4410, -3.1622, -5.6037], [2.9827, -2.0371, 1.8789], [2.7311, 0.4784, 1.4800], [4.0875, -0.7974, 5.0541], [-2.3782, 0.5762, -2.7409], [-0.3346, -0.5050, 5.9538], [1.3857, -1.5436, 7.2783], [-0.7743, 6.2245, -3.9692], [2.5985, -0.5387, -5.3336], [0.6945, -0.9056, 1.9733], [0.5263, 3.0623, 6.0682], [1.8820, 2.4034, 6.0781], [2.2937, 1.8361, 4.7281], [-2.9395, 5.6130, -3.0834], [-3.7923, -4.4093, -7.5723], [-1.9462, 6.7370, -3.3382], [6.4097, -0.4237, 5.5025], [-1.0303, -1.1353, -3.7879], [-2.2222, -2.2265, 8.9424], [-2.0225, -0.8094, -2.6818], [-4.0576, -3.0371, -6.9713], [-2.5597, 7.8442, -4.1829], [1.9282, 2.8280, -2.0365], [-2.3494, -3.6259, 8.3625], [-5.1244, -2.2830, -7.7515], [1.5238, 4.2647, -2.3282], [5.0573, 0.1995, 5.2552], [1.1621, 1.8482, -2.9099], [2.6526, -1.9587, -5.4524], [0.4787, -2.9153, 5.2419], [3.4191, -2.3547, -6.7062], [3.2703, -2.5670, -4.2027], [-3.2685, -1.6742, -2.7813], [-3.0326, -4.5803, 9.3342], [5.1636, 0.8617, 4.3932], [-3.9701, -1.4259, -1.9838], [0.9814, -3.0982, 4.3061], [3.0002, 2.7078, -2.2000], [-4.8323, -2.1466, -8.7938], [-4.6991, -5.0197, -7.5430], [4.4496, -1.9931, -6.6523], [-1.8347, 8.6401, -4.3549], [4.7900, 0.8026, 6.1217], [3.9272, -1.8167, 1.9375], [-2.4486, -4.6666, 10.2549], [4.2962, -2.2113, -4.0728], [-2.8000, 0.7280, -3.5945], [-4.0346, -4.2329, 9.5936], [-0.5293, -4.1589, 8.8147], [2.6040, 3.1739, 6.3487], [2.0749, 4.9568, -1.6901], [-1.6120, 7.1494, -2.3859], [1.9824, 0.8676, 1.0010], [3.2883, -3.6564, -4.2583], [3.5009, -0.2102, -5.2485], [0.4604, 4.4117, -2.1271], [-3.4632, -4.3318, -8.6096], [6.4920, -0.7819, 6.5207], [-1.6085, -2.2414, 9.8477], [-3.0259, -4.9337, -7.0018], [0.7386, -3.6644, 5.9675], [3.4412, -3.4383, -6.8320], [0.4325, 3.6373, 5.1616], [-1.4739, -0.9442, -4.7707], [-1.0348, 5.8463, -4.8170], [-2.9200, -3.5846, 7.4337], [-3.2000, -1.8092, 9.1949], [-2.4851, 4.8292, -2.4776], [0.3985, 3.7505, 6.8961], [1.3401, 2.0323, -3.9712], [6.5883, -1.2200, 4.7999], [1.6160, -2.2865, -5.5411], [-3.0211, -2.7337, -2.7108], [-0.7184, -2.1805, -3.7500], [2.9618, -1.9102, -7.5909], [7.1657, 0.3439, 5.3774], [-3.1108, -5.5788, 8.9011], [-3.7783, -1.5065, -3.7326], [-0.5864, -2.9350, 5.0846], [-5.3006, -1.3030, -7.3081], [-0.2559, 2.3131, 6.1039], [-1.7300, -1.5645, 8.2283], [1.5334, 2.0977, 4.0021], [-0.1447, -0.5063, -3.7030], [0.0873, 1.9243, -2.7197], [-3.8293, 5.9782, -2.5688], [-3.1332, -2.4582, -6.9664], [-2.8592, 7.4556, -5.1603], [0.7610, 2.6079, -0.4886], [-1.5490, -0.9567, -1.7111], [2.7087, -2.2734, -3.3161], [-3.4388, 8.2719, -3.6987], [3.1924, 2.3259, 4.3864], [-3.2497, 5.1580, -4.0284], [1.7110, 4.5269, -3.3700], [-5.2588, -3.6720, -5.5693], [1.4581, 0.8241, -2.6821], [-6.0713, -2.8293, -7.7274]],
  "atomic_forces_ev_per_a": [[-0.7, 0.3, 1.0], [-0.2, 0.3, 0.7], [1.4, -0.2, 0.1], [0.0, 0.0, 0.1], [0.1, 0.0, 0.2], [-0.1, -0.3, -0.2], [0.1, 0.1, 0.0], [0.5, 0.2, -0.3], [0.2, 0.0, -0.1], [-0.9, 0.6, -0.4], [0.1, 0.1, 0.1], [-0.4, 0.1, -0.8], [0.7, -0.6, 0.2], [0.1, 0.1, 0.1], [-0.2, 0.0, -0.1], [-0.7, -0.4, -0.3], [-0.2, -0.2, 0.3], [0.4, 0.7, -0.6], [-0.6, -0.5, 0.5], [0.1, -0.1, 0.1], [0.1, 0.0, 0.1], [-0.3, -0.2, -0.3], [0.1, 0.5, 0.3], [0.2, 0.1, 0.0], [0.0, 0.2, -0.2], [-0.1, -0.1, -0.3], [-0.3, -0.2, -0.1], [0.1, 0.1, 0.0], [-0.5, 0.0, -0.1], [0.2, 0.1, 0.5], [0.0, 0.1, 0.1], [0.2, 0.1, 0.1], [0.0, -0.6, 0.1], [0.1, -0.1, 0.0], [0.4, 0.0, 0.1], [-0.1, 0.1, 0.0], [-0.1, 0.0, -0.1], [-0.1, 0.0, 0.1], [-0.1, 0.1, 0.2], [-0.1, -0.1, -0.1], [-0.2, 0.2, -0.2], [0.1, 0.0, 0.1], [0.2, 0.1, -0.4], [0.0, 0.0, 0.1], [0.0, 0.0, 0.0], [0.0, 0.0, -0.1], [0.0, -0.1, 0.1], [0.0, 0.0, 0.0], [0.0, 0.4, 0.1], [-0.3, -0.2, 0.1], [0.0, 0.1, 0.0], [0.0, 0.0, -0.1], [0.0, 0.0, 0.0], [0.0, 0.0, 0.0], [0.1, 0.2, -0.1], [0.3, 0.0, 0.3], [0.0, 0.0, 0.0], [0.1, 0.0, 0.0], [0.3, 0.1, -0.2], [0.0, 0.0, 0.0], [0.0, 0.0, 0.0], [0.0, 0.0, -0.1], [0.0, 0.0, 0.0], [0.0, -0.4, 0.2], [0.0, -0.1, 0.0], [0.0, 0.0, 0.0], [0.2, -0.2, 0.3], [0.0, 0.0, 0.0], [-0.1, 0.2, -0.4], [-0.1, -0.1, 0.0], [0.0, 0.0, 0.1], [0.1, 0.0, -0.1], [0.0, 0.0, 0.0], [0.0, 0.0, 0.0], [0.0, 0.0, 0.3], [0.0, 0.0, 0.0], [0.1, -0.4, -0.2], [-0.1, 0.1, 0.0], [0.0, 0.0, 0.0], [0.0, 0.0, 0.0], [0.0, 0.0, 0.0], [0.4, 0.1, -0.1], [0.0, 0.0, 0.0], [0.1, -0.1, -0.1], [-0.4, 0.1, -0.1], [0.0, 0.0, 0.0], [-0.2, -0.2, -0.1], [0.0, 0.0, 0.0], [-0.3, 0.0, -0.3], [0.0, 0.0, 0.0], [0.0, 0.1, 0.0], [0.0, 0.0, 0.0], [0.0, 0.0, 0.1], [-0.1, 0.0, 0.0], [0.0, 0.0, 0.0], [0.0, 0.1, 0.0], [0.0, 0.0, 0.0], [0.0, 0.0, 0.0], [0.5, 0.0, -0.2], [0.0, 0.1, 0.0], [0.0, 0.0, 0.0], [0.0, 0.0, 0.0], [0.1, 0.0, 0.0], [0.0, -0.1, 0.0]],
  "mulliken_charge": [1.298, 0.768, -0.154, -0.298, -0.470, -0.468, -0.479, -0.516, -0.387, -0.326, -0.513, -0.750, -0.739, -0.483, -0.479, -0.630, -1.575, 0.366, -0.790, -1.230, -1.366, 0.455, -1.454, -0.721, -1.066, 0.365, 0.561, -1.373, 0.227, 0.437, -1.325, -1.137, 0.217, -0.941, 0.598, -1.071, -1.457, -1.286, -1.297, -1.393, 0.180, 0.360, 0.400, 0.268, 0.377, 0.352, 0.370, 0.318, 0.158, 0.299, 0.348, 0.345, 0.324, 0.376, 0.328, 0.227, 0.385, 0.280, 0.192, 0.382, 0.328, 0.114, 0.377, 0.311, 0.321, 0.331, 0.305, 0.377, 0.395, 0.229, 0.320, 0.246, 0.387, 0.291, 0.405, 0.362, 0.330, 0.177, 0.363, 0.367, 0.344, 0.400, 0.323, 0.200, 0.272, 0.323, 0.286, 0.165, 0.421, -0.015, 0.252, 0.370, 0.224, 0.356, 0.319, 0.333, 0.322, 0.378, 0.500, 0.330, 0.355, 0.301, 0.183, 0.335]
}